The following is a DFT calculation (ωB97M-V/def2-TZVPD) of an isolated molecule of C14H22N2O3 in a non-equilibrium geometry.

```
41
C14H22N2O3 | OMol25 | ωB97M-V/def2-TZVPD
C -7.191 0.666 -0.123
C -5.662 0.628 0.305
O -5.289 1.364 1.242
N -4.961 -0.212 -0.463
C -3.630 -0.648 -0.429
C -2.933 -0.017 0.790
C -1.627 -0.385 1.013
C -0.970 -1.113 -0.180
C -1.784 -1.650 -1.174
C -3.025 -1.395 -1.195
H -3.715 -1.579 -1.963
H -1.373 -2.257 -1.880
O 0.381 -1.705 -0.155
C 1.220 -0.922 1.001
C 2.582 -1.624 0.634
O 3.294 -1.256 2.006
H 4.310 -1.670 1.790
C 3.180 -1.253 -0.516
N 3.380 0.298 -1.023
H 2.325 0.656 -0.877
C 4.184 1.069 -0.400
C 3.579 1.862 1.105
H 3.406 1.151 1.759
H 4.399 2.465 1.545
H 2.829 2.549 0.458
C 4.754 2.144 -1.345
H 5.055 1.446 -2.232
H 5.489 2.915 -0.956
H 3.747 2.711 -1.504
H 5.136 0.426 0.031
H 2.640 -1.595 -1.418
H 4.207 -1.621 -0.760
H 2.518 -2.666 0.766
H 0.820 -1.420 1.941
H 1.222 0.019 0.918
H -0.923 0.381 1.687
H -3.296 0.755 1.273
H -5.453 -0.633 -0.950
H -7.850 1.376 0.431
H -7.790 -0.204 -0.077
H -7.184 0.946 -1.075
```

Calculated values
Orbital gap ... 0.3245 Eh
Energy above the lowest of the compared OMol25 structures with the same formula, charge and spin ... 311.4 kcal per mole
Net charge ... 0

Atom charges from the natural (NBO) analysis, given in e for atoms 1 to 2: C -0.707; C 0.684



The following is a DFT calculation (ωB97M-V/def2-TZVPD) of an isolated molecule of C14H22N2O3.

```
41
C14H22N2O3 | OMol25 | ωB97M-V/def2-TZVPD
C 1.839 -3.664 0.365
H 1.692 -4.135 -0.603
H 2.557 -4.245 0.936
C 0.505 -3.578 1.107
N -0.451 -2.963 0.202
H -0.145 -2.026 -0.034
C -1.844 -2.954 0.578
C -2.340 -1.741 1.397
O -3.732 -1.831 1.630
H -3.926 -2.693 2.014
C -2.126 -0.419 0.653
O -0.759 -0.078 0.723
C -0.346 1.096 0.166
C -1.169 2.003 -0.488
C -0.629 3.165 -1.018
C 0.724 3.450 -0.908
C 1.541 2.531 -0.254
C 1.019 1.372 0.275
H 1.649 0.662 0.786
H 2.598 2.734 -0.162
C 1.316 4.690 -1.510
H 2.011 5.166 -0.817
C 2.086 4.393 -2.796
O 3.159 4.883 -3.056
N 1.438 3.558 -3.640
H 0.589 3.096 -3.367
H 1.890 3.284 -4.496
H 0.531 5.408 -1.757
H -1.286 3.864 -1.517
H -2.227 1.822 -0.589
H -2.746 0.344 1.140
H -2.451 -0.527 -0.390
H -1.800 -1.677 2.353
H -2.058 -3.872 1.136
H -2.440 -2.979 -0.345
C 0.697 -2.852 2.446
H 1.562 -3.255 2.968
H 0.855 -1.790 2.274
H -0.171 -2.977 3.090
H 0.145 -4.597 1.302
H 2.243 -2.667 0.207
```

Calculated values
Orbital gap ... 0.3398 Eh
Energy above the lowest of the compared OMol25 structures with the same formula, charge and spin ... 35.3 kcal per mole
Net charge ... 0

Atom charges from the natural (NBO) analysis, given in e for atoms 1 to 2: C -0.604; H 0.219



The following is a DFT calculation (ωB97M-V/def2-TZVPD) of a cluster of 2 separate species, C14H22N3 in total in a non-equilibrium geometry.

```
39
C14H22N3 | OMol25 | ωB97M-V/def2-TZVPD
C 1.752 0.448 -2.384
N 0.410 0.001 -2.712
C -0.093 -1.224 -2.112
N -0.250 0.452 -3.767
C 0.247 1.274 -4.636
H 2.413 -0.425 -2.271
H 2.153 1.117 -3.151
H 1.747 1.001 -1.431
H 0.744 -1.904 -1.899
H -0.603 -1.009 -1.164
H -0.827 -1.692 -2.781
H -0.430 1.721 -5.371
H 1.323 1.499 -4.736
C 3.831 -0.478 2.725
N 2.404 -0.709 2.545
C 1.778 -1.766 3.333
C 1.718 0.053 1.703
C 0.349 -0.110 1.416
C -0.379 0.787 0.647
C -1.809 0.700 0.483
C -2.583 1.856 0.195
C -3.966 1.781 0.066
C -4.624 0.547 0.215
C -3.881 -0.607 0.507
C -2.498 -0.532 0.657
H 4.182 -1.106 3.544
H 4.390 -0.727 1.812
H 4.022 0.579 2.954
H 2.541 -2.142 4.019
H 0.922 -1.382 3.907
H 1.424 -2.591 2.698
H 2.273 0.877 1.232
H -0.164 -0.972 1.861
H 0.109 1.694 0.277
H -2.062 2.812 0.098
H -4.543 2.686 -0.144
H -5.708 0.487 0.114
H -4.386 -1.568 0.633
H -1.926 -1.426 0.918
```

Calculated values
Orbital gap ... 0.1956 Eh
Energy above the lowest of the compared OMol25 structures with the same formula, charge and spin ... 37.6 kcal per mole
Net charge ... +1

Atom charges from the natural (NBO) analysis, given in e for atoms 1 to 2: C -0.431; N -0.270



The following is a DFT calculation (ωB97M-V/def2-TZVPD) of an isolated molecule of C14H22N3O5P in a non-equilibrium geometry.

```
45
C14H22N3O5P | OMol25 | ωB97M-V/def2-TZVPD
C 2.564 3.724 -0.688
C 1.967 3.100 0.561
H 1.093 3.659 0.905
H 2.718 3.066 1.358
O 1.493 1.781 0.313
P 2.528 0.575 0.266
O 3.772 0.768 1.028
O 2.757 0.327 -1.307
C 4.063 0.100 -1.826
C 4.433 -1.373 -1.804
H 5.352 -1.528 -2.363
H 3.640 -1.970 -2.245
H 4.584 -1.701 -0.779
H 4.036 0.479 -2.851
H 4.789 0.675 -1.242
C 1.418 -0.806 0.799
N 0.260 -0.863 -0.039
C -0.958 -0.455 0.447
O -1.070 0.065 1.536
N -1.977 -0.682 -0.441
C -3.333 -0.369 -0.311
C -4.181 -0.692 -1.368
C -5.531 -0.413 -1.294
C -6.074 0.193 -0.168
C -5.220 0.512 0.880
C -3.867 0.240 0.820
H -3.219 0.492 1.641
H -5.621 0.984 1.765
C -7.537 0.514 -0.099
H -7.883 0.523 0.932
H -8.120 -0.212 -0.661
H -7.725 1.500 -0.527
H -6.173 -0.673 -2.124
H -3.778 -1.167 -2.252
H -1.728 -1.112 -1.321
H 0.337 -1.503 -0.817
C 2.212 -2.096 0.727
O 1.926 -2.986 -0.045
N 3.248 -2.142 1.585
H 3.874 -2.930 1.545
H 3.554 -1.304 2.053
H 1.097 -0.587 1.825
H 1.843 3.696 -1.501
H 3.451 3.168 -0.986
H 2.842 4.756 -0.490
```

Calculated values
Orbital gap ... 0.3236 Eh
Energy above the lowest of the compared OMol25 structures with the same formula, charge and spin ... 0.5 kcal per mole
Net charge ... 0

Atom charges from the natural (NBO) analysis, given in e for atoms 1 to 2: C -0.633; C -0.063



The following is a DFT calculation (ωB97M-V/def2-TZVPD) of a structure of composition C14H23AlCl3O.

```
42
C14H23AlCl3O | OMol25 | ωB97M-V/def2-TZVPD
C 3.942 -1.679 0.515
C 4.362 -0.506 -0.362
O 3.535 0.624 -0.323
C 3.181 1.095 1.013
Al 1.230 0.626 1.434
C 0.628 1.383 3.221
C 0.152 1.332 -0.153
C -0.989 2.320 0.173
C -2.168 2.142 -0.815
C -2.940 0.874 -0.543
C -2.852 -0.206 -1.411
C -3.592 -1.357 -1.157
C -4.418 -1.425 -0.049
C -4.481 -0.357 0.835
C -3.740 0.788 0.594
H 4.583 -2.534 0.273
H 2.894 -1.942 0.386
H 4.142 -1.457 1.566
H 4.333 -0.849 -1.404
H 5.410 -0.220 -0.160
H 3.922 0.778 1.759
H 3.217 2.190 0.939
H 0.971 -0.989 1.468
H 1.423 1.951 3.721
H -0.252 2.036 3.175
H 0.360 0.554 3.886
H -0.245 0.491 -0.732
H 0.850 1.853 -0.823
H -1.388 2.161 1.180
H -0.646 3.354 0.081
H -1.763 2.121 -1.828
H -2.864 2.983 -0.702
H -2.205 -0.102 -2.270
H -3.528 -2.196 -1.841
H -5.005 -2.317 0.133
H -5.113 -0.413 1.713
H -3.786 1.628 1.278
C 0.544 -2.995 -3.054
Cl 1.765 -1.747 -3.299
Cl 1.139 -4.242 -1.954
Cl -0.954 -2.289 -2.452
H 0.343 -3.463 -4.009
```

Calculated values
Orbital gap ... 0.2432 Eh
Net charge ... -1

Atom charges from the natural (NBO) analysis, given in e for atoms 1 to 2: C -0.646; C -0.041



The following is a DFT calculation (ωB97M-V/def2-TZVPD) of a structure of composition C14H23AlI2O4P2 in a non-equilibrium geometry.

```
46
C14H23AlI2O4P2 | OMol25 | ωB97M-V/def2-TZVPD
I -2.901 0.001 -2.065
I -1.998 0.293 -4.936
Al 0.124 0.028 -0.939
P -0.317 -2.282 -1.844
C -0.842 -3.197 -0.297
C -1.410 -3.138 -3.029
H -1.320 -4.223 -2.866
H 1.046 -4.226 -2.189
H -1.161 -2.870 -4.060
H 1.724 -2.788 -2.995
H -1.783 -2.747 0.071
H -2.444 -2.824 -2.818
C 1.248 -3.161 -2.089
H -1.020 -4.235 -0.638
H 1.922 -3.013 -1.247
H -0.024 -3.165 0.452
P -0.343 2.158 -1.755
C -0.596 3.129 -0.220
C 1.325 2.786 -2.221
H -1.535 2.994 -3.759
H -1.196 4.239 -2.509
H -2.509 3.004 -2.307
C -1.497 3.197 -2.688
H 1.636 2.368 -3.196
H 1.222 3.883 -2.313
H -0.363 4.170 -0.508
H 0.013 2.787 0.626
H 2.089 2.543 -1.460
H -1.664 3.037 0.027
C -2.843 0.267 1.122
O -2.734 0.215 2.253
O 1.704 1.857 2.084
C 1.607 0.934 3.063
C 1.466 1.270 4.410
C 1.161 0.214 5.260
C 1.146 -1.144 4.881
C 1.190 -1.488 3.510
C 1.416 -0.419 2.602
C 0.875 -0.510 1.196
O 1.323 -1.178 0.184
O -0.127 0.308 0.944
H 1.956 2.706 2.494
H 1.449 2.295 4.738
H 0.961 0.417 6.302
H 0.944 -1.963 5.603
H 1.078 -2.532 3.125
```

Calculated values
Orbital gap ... 0.1841 Eh
Net charge ... +2

Atom charges from the natural (NBO) analysis, given in e for atoms 1 to 2: I 0.075; I 0.105



| no. | molecular weight (g/mol) | electronic energy (eV) | LUMO energy (eV) |
| --- | --- | --- | --- |
| 1 | 266.3 | -23986.01348 | 0.7 |
| 2 | 266.3 | -23997.98326 | 0.7 |
| 3 | 232.4 | -19336.17902 | -4.9 |
| 4 | 343.3 | -38875.90443 | 0.7 |
| 5 | 340.7 | -61103.17664 | 2.6 |
| 6 | 598.1 | -64443.82370 | -9.0 |